Entry 1:
{"formula": "C3HCoO3", "method": "wB97M-V/def2-TZVPD", "spin_multiplicity": 6, "charge": 1, "e_above_lowest_ev": 0.381, "gap_ev": [6.863, 7.843], "elements": ["C", "C", "O", "H", "O", "C", "O", "Co"], "coordinates": [[-1.203578, 0.761522, -0.143081], [0.011156, 0.584014, -0.126134], [-2.502168, 0.912362, -0.068826], [-2.858161, 1.363624, -0.845737], [0.471742, -2.110172, 0.608850], [1.653748, -1.867361, 0.554070], [2.398914, -0.982699, 0.325896], [2.028344, 1.338712, -0.305039]], "atomic_forces_ev_per_a": [[-5.6, 0.4, -0.1], [2.7, 0.4, 0.0], [3.2, -0.6, 0.4], [-0.2, 0.2, -0.5], [4.1, -1.9, 0.5], [-6.2, 3.7, -1.0], [2.2, -1.7, 0.5], [-0.2, -0.5, 0.1]]}

=====

Entry 2:
{"formula": "C3HEuFO2", "method": "wB97M-V/def2-TZVPD", "spin_multiplicity": 9, "charge": 1, "gap_ev": [3.552, 3.473], "elements": ["F", "O", "O", "C", "C", "C", "H", "Eu"], "coordinates": [[-2.146614, 0.525789, 0.914039], [-0.084395, -1.196867, 0.000680], [1.839499, -0.018379, 0.218637], [-0.808185, -0.325276, -0.740303], [-1.913773, 0.313671, -0.423161], [1.041207, -0.840174, 0.567542], [-2.462623, 0.974109, -1.091023], [4.534887, 0.567130, 0.553591]], "atomic_forces_ev_per_a": [[-0.5, -0.2, -0.6], [-0.8, 0.6, -0.6], [2.8, 3.1, -1.7], [-0.6, -0.2, -1.0], [1.1, 1.0, 0.8], [0.4, -3.1, 3.1], [-0.1, -0.4, 0.2], [-2.4, -0.6, -0.2]]}

=====

Please write out number 2 again, unchanged.
{"formula": "C3HEuFO2", "method": "wB97M-V/def2-TZVPD", "spin_multiplicity": 9, "charge": 1, "gap_ev": [3.552, 3.473], "elements": ["F", "O", "O", "C", "C", "C", "H", "Eu"], "coordinates": [[-2.146614, 0.525789, 0.914039], [-0.084395, -1.196867, 0.000680], [1.839499, -0.018379, 0.218637], [-0.808185, -0.325276, -0.740303], [-1.913773, 0.313671, -0.423161], [1.041207, -0.840174, 0.567542], [-2.462623, 0.974109, -1.091023], [4.534887, 0.567130, 0.553591]], "atomic_forces_ev_per_a": [[-0.5, -0.2, -0.6], [-0.8, 0.6, -0.6], [2.8, 3.1, -1.7], [-0.6, -0.2, -1.0], [1.1, 1.0, 0.8], [0.4, -3.1, 3.1], [-0.1, -0.4, 0.2], [-2.4, -0.6, -0.2]]}